No. 1
Formula: C14H33O5PSSi
Source: the OMol25 dataset
Level of theory: ωB97M-V/def2-TZVPD

- SMILES = C#CC[Si@@H](OCCC)[PH2]=S.COCCOC.COCCOC
- electronic energy (Eh) = -1958.32768
- HOMO level (eV) = -8.34

Geometry as ORCA input:
```
! wB97M-V def2-TZVPD RIJCOSX def2/J DEFGRID3
* xyz 0 1
C 4.66767 -3.70721 0.28033
C 4.05979 -2.83124 0.82429
C 3.34591 -1.76554 1.49271
Si 2.81000 -0.42932 0.28018
O 1.19972 -0.34471 0.00521
C 0.49696 -1.56472 -0.26900
C -0.95061 -1.37003 0.16887
C -1.04563 -1.37000 1.69636
P 3.30854 1.56721 1.21842
S 1.89931 1.91373 2.55440
H 5.26190 -4.44326 -0.20331
H 2.51979 -2.14770 2.08637
H 4.03806 -1.30215 2.19822
H 3.50519 -0.50092 -1.02392
H 0.91880 -2.40759 0.28030
H 0.53153 -1.75678 -1.34029
H -1.58405 -2.12980 -0.27542
H -1.22259 -0.37962 -0.18656
H -0.94610 -2.38914 2.06456
H -1.96403 -0.92271 2.05927
H -0.22883 -0.78258 2.10728
H 3.30134 2.50704 0.16983
H 4.59465 1.54268 1.78892
C 0.71545 -1.36930 -7.36687
O 1.00998 -0.10975 -6.79153
C -0.00297 0.36153 -5.91654
C 0.36997 0.15785 -4.46658
O 0.43027 -1.21954 -4.12760
C 1.75042 -1.72639 -4.06533
H 1.61161 -1.71213 -7.88106
H 0.43893 -2.10460 -6.60725
H -0.09628 -1.28039 -8.09698
H -0.95649 -0.12944 -6.13196
H -0.12461 1.43315 -6.10314
H -0.39645 0.61706 -3.83435
H 1.32418 0.64781 -4.25136
H 2.27347 -1.31734 -3.19293
H 2.31977 -1.49538 -4.96891
H 1.68329 -2.80799 -3.95836
C -4.08325 3.91037 3.62134
O -4.29845 3.17551 4.81206
C -4.48568 1.78689 4.59110
C -3.23231 0.99720 4.89152
O -2.19191 1.29821 3.97771
C -1.20930 2.17454 4.50607
H -3.79017 4.91892 3.90752
H -3.28905 3.46965 3.01399
H -5.00410 3.96604 3.03003
H -4.80728 1.60140 3.56182
H -5.28535 1.45363 5.26068
H -3.45612 -0.07086 4.79452
H -2.90817 1.18282 5.91981
H -0.60507 1.66230 5.26241
H -1.66180 3.06683 4.94616
H -0.55984 2.47574 3.68701
*
```

No. 2
Formula: C6H16N2O
Source: the OMol25 dataset
Level of theory: ωB97M-V/def2-TZVPD

- energy relative to the best compared isomer or geometry (same formula, charge and spin) (kJ/mol) = 147.1
- SMILES = CC(C)(O)C(C)(C)NN
- electronic energy (Eh) = -422.93069
- HOMO level (eV) = -9.33

Geometry as ORCA input:
```
! wB97M-V def2-TZVPD RIJCOSX def2/J DEFGRID3
* xyz 0 1
C -1.83035 -0.86227 -0.95522
C -0.38119 -0.94746 -0.45569
C 0.50114 -1.38747 -1.63928
O -0.34046 -2.03246 0.49292
C 0.13311 0.36965 0.28187
C -0.78800 0.69552 1.48595
C 0.15164 1.58623 -0.66423
N 1.52952 0.06472 0.73695
N 2.01755 0.89090 1.80764
H -2.53504 -0.66781 -0.14183
H -1.95492 -0.09489 -1.72474
H -2.14509 -1.82215 -1.38327
H 0.52018 -0.64394 -2.44070
H 0.12976 -2.32884 -2.06312
H 1.52906 -1.59934 -1.32727
H 0.50494 -1.91461 0.97410
H -0.80588 -0.11957 2.21741
H -0.47223 1.60613 2.00840
H -1.81744 0.88466 1.16662
H 0.52792 2.48223 -0.15727
H 0.78782 1.42025 -1.53937
H -0.85488 1.82532 -1.02411
H 2.16295 0.11572 -0.07021
H 1.79282 1.88262 1.70228
H 1.63707 0.59686 2.71217
*
```